(1)
C31H58As2NO4PPtS4SeSi3 | the ωB97M-V functional and the def2-TZVPD basis

XYZ file:
```
106
Properties=species:S:1:pos:R:3
C -0.161 2.195 2.783
H 2.943 -2.458 -5.071
O -1.445 -1.518 -3.197
C -0.060 4.171 4.219
C 0.292 -3.989 -4.211
H 1.977 0.353 0.236
H 1.982 2.664 -0.710
Pt -1.359 -0.320 1.205
H 0.240 -1.022 4.815
H 3.107 2.471 2.147
H -2.194 -5.147 -2.509
H -1.929 4.480 -1.388
C 0.656 5.019 5.243
H -1.084 3.428 -0.251
H -7.142 2.923 -2.068
H 3.717 0.810 1.966
C 0.521 -5.077 -1.533
H 3.609 -0.838 -5.357
H 0.083 5.092 6.174
H 1.549 -5.241 -1.883
H 1.479 2.713 4.065
H -6.586 1.564 0.426
Si 1.771 -0.700 -3.711
As 1.176 -1.830 -1.701
C 0.571 -0.328 -5.092
H -0.047 -5.997 -1.714
S -2.142 -1.123 3.532
O -0.049 -0.303 -1.326
C -4.649 0.409 1.835
O -1.786 1.144 -2.758
H 0.819 6.040 4.884
C 3.315 -3.932 0.333
C -1.458 2.541 2.302
H -6.651 4.600 -1.805
C 0.939 -0.191 4.848
Si 3.404 -3.106 -1.347
P 0.565 0.672 2.146
S -3.290 -4.470 2.888
H -5.694 0.102 1.918
H 2.525 -1.259 1.936
H -4.291 4.642 -1.427
C 1.264 2.352 0.054
H 4.002 -4.783 0.394
H -0.054 -4.988 -4.503
C -6.830 3.645 -1.308
H 2.921 1.448 -4.073
C -4.516 1.599 0.930
H -1.809 4.920 0.329
H 1.387 -3.988 -4.232
H 2.423 0.741 3.636
C 0.492 3.008 3.714
H 3.573 -3.215 1.118
C -2.015 3.741 2.838
H 3.846 1.951 0.627
H -0.072 -3.263 -4.943
H -4.255 0.612 2.830
H 4.330 -3.886 -3.540
H 1.551 1.633 -2.959
C -1.935 4.086 -0.369
H 5.528 -1.791 -1.039
H -3.015 4.021 2.526
H 1.513 -2.124 3.084
H 3.881 -5.248 -2.509
H 1.028 3.214 0.680
C 3.238 -1.521 -4.584
H -4.084 -0.438 1.444
H -7.667 3.772 -0.615
C 4.334 -4.252 -2.510
C -5.639 2.074 0.266
H -0.238 0.314 -4.730
H 0.554 -4.913 -0.452
C 1.846 1.217 0.893
H 1.696 -0.410 5.612
H 1.631 4.590 5.487
S -0.811 -2.725 0.922
C 2.238 -1.313 2.992
H 0.384 0.698 5.153
C -2.103 -4.073 -2.316
H 4.147 -1.080 -0.167
H 4.064 -1.746 -3.904
N -2.114 1.755 1.417
H -1.815 5.413 4.136
C 2.400 0.996 -3.222
C -3.216 3.346 -0.110
C -1.338 4.513 3.754
S -0.341 -4.180 4.198
C -3.273 2.240 0.759
O -2.719 -0.651 -0.914
C 4.458 -1.560 -1.101
Si -0.300 -3.622 -2.458
H -2.482 -3.867 -1.311
H 0.101 -1.224 -5.500
H 5.373 -4.340 -2.174
C -4.369 3.788 -0.757
Se -1.614 -0.318 -2.078
C 3.207 1.629 1.455
As -1.630 -3.116 2.887
H 0.355 2.023 -0.451
H 3.084 0.974 -2.368
H 1.118 0.187 -5.889
H 2.308 -4.292 0.554
H 4.307 -0.832 -1.902
H 3.125 -1.583 3.577
H -2.710 -3.515 -3.028
C -5.593 3.169 -0.587
C 1.631 0.002 3.499
```

Summary:
Spin multiplicity   5
Net charge   -2
Orbital gap (spin up / spin down)   5.3 / 4.7 eV
⟨S²⟩   6.0257
LUMO (spin up / spin down)   4.132 / 2.688 eV
Relative energy (zero: lowest compared OMol25 entry of this formula, charge and spin)   22.9 kcal per mole

These are the Mulliken partial charges, in e, on atoms 1 to 6: number 1, C, carries -0.495; number 2, H, carries 0.309; number 3, O, carries -0.493; number 4, C, carries 0.460; number 5, C, carries -1.159; number 6, H, carries -1.343


(2)
C31H58O14S | the ωB97M-V functional and the def2-TZVPD basis

XYZ file:
```
104
Properties=species:S:1:pos:R:3
C -1.117 -3.836 4.365
H -0.126 -4.891 2.791
H 1.461 5.530 -0.719
H -2.908 -4.314 -2.817
H 4.503 1.604 -1.840
O 1.740 11.169 -2.245
H -0.001 13.708 -2.258
C 7.291 -6.435 -2.227
H 7.365 -3.268 -0.771
C -1.914 4.014 -1.410
C -2.774 -1.663 0.388
H -1.051 8.714 -2.029
C 1.347 12.272 -4.314
H -0.203 2.209 3.765
H 2.787 1.152 -1.863
O 5.629 -4.959 -1.383
H 0.598 8.690 -2.685
H 1.186 2.453 -0.139
O -2.479 -1.306 1.757
H -0.564 -1.951 5.184
C 3.620 1.441 -1.219
H -2.920 1.947 3.257
H -1.822 0.436 0.141
C 0.134 7.068 -1.371
H 1.118 13.226 -0.968
H -4.174 -6.593 -3.467
H -1.378 4.045 -2.419
H 1.642 11.310 -4.738
C -0.639 -5.113 3.728
O -5.587 -5.717 3.465
H -4.281 -3.366 -3.475
H 3.355 -3.685 0.339
O 2.227 -5.328 2.685
C 2.767 -5.314 1.594
H -5.544 -5.644 -4.124
C 1.511 6.583 -1.003
H 0.620 -3.241 5.464
H 0.031 -5.641 4.409
H 6.433 -7.077 -2.440
O -0.041 -0.049 4.286
C 1.031 13.429 -2.037
H 1.785 -7.107 0.985
O -0.019 0.764 1.926
H -4.375 -7.293 1.114
H 1.968 3.670 0.890
H 2.181 6.683 -1.860
C -3.047 0.036 1.979
H 2.037 13.039 -4.672
H 0.311 9.164 -0.982
O -0.939 2.824 -0.933
C -2.479 0.881 3.212
O -0.832 6.324 -1.327
C -0.004 8.505 -1.794
H 2.241 1.947 1.217
C 2.089 2.687 0.429
H 7.803 -6.213 -3.166
H 3.829 -3.519 2.041
H -1.608 4.579 -0.477
H 7.962 -6.962 -1.546
H 3.424 -6.912 0.332
C -2.347 2.390 -1.268
H -5.744 -6.345 0.457
C 3.731 -4.223 1.211
C -5.049 -5.699 2.373
H -1.497 -5.755 3.514
H 1.893 7.157 -0.156
C -5.105 -6.078 -3.223
H 1.707 14.247 -2.294
H -3.112 2.858 0.847
H -2.553 1.784 -2.279
O -2.422 -2.671 -0.236
H -4.404 2.128 -0.373
C -4.100 -4.597 1.986
C 3.284 2.712 -0.485
H -6.010 -7.505 1.772
O -2.301 -3.636 4.573
H 8.391 -3.811 -2.114
H -3.798 -3.187 -1.776
H 0.462 -2.491 3.844
C -4.843 -4.996 -2.209
C -2.902 0.571 0.482
C 7.853 -4.135 -1.220
O -3.550 -0.573 -0.180
C 2.497 -6.388 0.574
H 4.711 -4.651 0.998
C -3.364 2.053 0.084
H 2.067 -5.945 -0.327
O -5.380 -5.013 -1.116
H -3.113 -5.013 1.772
H -4.104 -0.239 2.323
H 0.329 12.499 -4.635
H -2.798 0.313 4.168
C -3.893 -3.896 -2.601
C -0.076 -2.816 4.737
C 6.812 -5.158 -1.590
C 1.405 12.192 -2.811
S -0.611 0.946 3.293
H 8.549 -4.560 -0.493
O 3.953 3.720 -0.626
H 3.838 0.645 -0.503
H -5.808 -6.803 -2.806
C -5.308 -6.779 1.356
H -4.009 -3.891 2.814
H -4.484 -4.066 1.112
```

Summary:
Structure (SMILES)   O=C1O[C@@H](C[C@H]2CO2)[C@H](C[SH](=O)=O)O1.CC(C)=O.CC(C)=O.CC(C)=O.CC(C)=O.CC(C)=O.CC(C)=O.CC(C)=O.CC(C)=O
Orbital gap   8.4 eV
LUMO   -0.028 eV

These are the Mulliken partial charges, in e, on atoms 1 to 6: number 1, C, carries 0.955; number 2, H, carries 0.104; number 3, H, carries -0.028; number 4, H, carries 0.314; number 5, H, carries 0.327; number 6, O, carries -0.531